DFT (ωB97M-V/def2-TZVPD) results for a structure of composition C40H29F2MnN9O4.

Geometry (Å):
C -5.32344 2.15061 1.65343
N -1.14979 -2.15338 -0.21982
C 7.04339 -2.52400 -1.51842
C -4.21187 4.18180 0.13603
O 3.53047 -1.43723 0.45925
O 5.14431 -3.16076 -0.27787
C 1.91297 -3.16024 2.38689
C -3.41947 -1.74606 -0.82711
C 5.43492 -0.84375 -0.83304
H -0.40587 1.39208 -0.74071
H 7.99541 0.55431 -2.58720
H 0.29745 -5.56983 4.16126
H -2.48713 1.54889 -1.01418
H 2.90727 -2.73297 2.28259
H -2.43627 3.07164 3.20355
F 2.68834 -4.59230 4.05506
H 2.02819 -1.26617 -2.91503
H 5.86129 1.14485 -1.42638
H -4.07000 0.83260 0.51933
F -1.74527 -4.91588 2.79543
C -6.75986 3.77154 2.96651
C -0.15587 0.96911 -1.70879
C -2.88244 -2.89533 1.19282
H -0.87148 4.90162 2.56816
C 0.86104 -2.71057 1.60822
N -1.49732 2.68203 -2.94082
N 2.49678 0.81556 0.30150
C 7.40034 -0.21125 -2.10151
C 2.12929 1.96326 0.65051
H 7.33654 -3.56965 -1.54038
C 0.45998 -4.76384 3.45720
H -0.55563 1.48325 -5.04815
C 5.85655 -2.18405 -0.86191
H -6.68560 3.07628 3.80771
C 4.14491 -0.49319 -0.16156
C -1.22632 1.52991 2.33402
C 7.80556 -1.54660 -2.12959
H -1.90405 0.71839 2.59175
C -0.41189 -3.27354 1.74430
C -0.06608 1.19102 1.62121
H 2.80940 2.80350 0.49703
C -1.53026 -2.77266 0.88147
N 3.74510 -5.31907 -4.12391
C -0.64197 3.86903 2.32464
C -2.05589 -1.65120 -1.04944
H -5.73544 1.33726 2.25296
C -3.82210 2.86396 -0.10424
H -3.77692 4.97694 -0.45084
C -0.55940 -4.29366 2.66057
C 0.52163 3.54119 1.64766
H -5.43157 5.49462 1.30818
O 0.14690 -0.06914 1.28685
C 0.83965 2.22948 1.30074
H -4.88580 -2.45636 0.55983
C -5.72778 3.45653 1.90299
N -2.86080 2.48956 -1.06832
C 6.21809 0.12285 -1.45707
C -5.14931 4.45781 1.12908
H -4.12423 -1.32650 -1.53182
C 2.99012 -4.95282 -3.31152
H -7.77970 3.70036 2.57156
H -3.18837 -3.39058 2.10229
C 1.87372 -3.58628 -1.67411
C -2.44751 3.24295 -2.13963
H -1.66060 -1.17124 -1.94104
H -1.38766 3.22250 -3.77339
C -1.51308 2.84288 2.67773
H 4.36575 -2.68800 0.13635
N 3.74284 0.73971 -0.25648
C -0.17721 1.05273 -4.12176
Mn 1.11128 -1.23864 0.18334
H 8.72084 -1.82805 -2.64057
N 0.76244 -0.10620 -1.70279
C -4.39010 1.85701 0.66983
C 1.25580 -0.50684 -2.92750
C -3.83047 -2.37273 0.32700
C 1.68785 -4.16277 3.29521
H 1.22222 4.32436 1.36862
H 1.27237 -0.33828 -5.02977
N 1.60425 -2.69548 -0.98656
C -0.62971 1.53600 -2.86585
O -2.94289 4.33686 -2.41161
N 2.08468 -4.61012 -2.41017
H -6.62837 4.78562 3.35322
C 0.83284 0.02478 -4.10301

The energy above the lowest of the compared OMol25 structures with the same formula, charge and spin comes out at 0.000 eV. As for the expectation value of S²: 8.84. As for the spin multiplicity: 6. As for the net charge: -2. The LUMO energy (spin up / spin down) is 3.811 / 3.810 eV. For the HOMO energy (spin up / spin down), the calculation gives 0.12 / -2.63 eV. The value obtained for the energy is -3686.314506 a.u. The frontier orbital gap (spin up / spin down) is 3.691 / 6.445 eV.

***

DFT (ωB97M-V/def2-TZVPD) results for the ion C10H13S2 with charge +1.

Geometry (Å):
S -2.55021 -1.33380 -0.29574
H 1.93688 -2.74523 -0.15168
C 2.17464 -1.73864 -0.16203
H -3.32681 0.96368 -0.58831
H -1.57058 1.89803 -1.82542
H -1.71600 -1.56388 1.82011
H -2.95309 -0.33861 2.06868
S -0.26927 1.49851 0.01400
C -1.55501 0.72694 1.37714
C -2.73504 0.29235 -1.13899
C 2.43884 1.02415 0.09762
C 3.42278 -1.18677 -0.13085
H -0.07508 -1.21396 -0.08172
H 4.19612 -1.81390 -0.21133
H -2.32694 1.44032 1.30152
C -1.37837 0.91996 -1.45666
H -0.62260 0.38021 -1.94341
H -0.82565 1.03957 2.18501
C 3.61619 0.19890 0.00204
H 2.46053 2.05362 0.17391
H -2.92315 0.01165 -2.12792
C 1.19197 0.43805 -0.00507
H 4.51137 0.69799 -0.31651
C -2.14780 -0.69864 1.43441
C 1.02631 -0.95051 -0.03879

The energy above the lowest of the compared OMol25 structures with the same formula, charge and spin comes out at 0.000 eV. As for the net charge: +1. The LUMO energy is -3.944 eV. For the HOMO energy, the calculation gives -12.80 eV. The value obtained for the energy is -1184.867703 a.u. The frontier orbital gap is 8.853 eV.

***

DFT (ωB97M-V/def2-TZVPD) results for a structure of composition C29H24IN4O5Ti.

Geometry (Å):
C 2.56699 1.80381 0.41978
H 3.05507 1.27893 1.23226
C -2.47121 -2.88089 -3.28624
H -2.64947 -3.80923 -3.82735
H -1.84028 -3.05142 -2.42046
C 1.24107 -3.17842 0.48198
H 1.01472 3.93908 5.33996
H 2.47683 -0.06072 5.84663
H 1.21780 -0.76429 3.81874
C -0.07678 -5.27890 0.83912
H -0.96405 -4.66719 1.00475
C 0.41099 1.18078 3.48150
H -0.18638 -5.71620 -0.15799
C 2.57054 -1.06066 0.15093
C 1.16997 0.25521 4.17583
C 2.43292 -2.41722 0.58504
O -3.77303 -2.40504 -2.91432
H -0.23091 3.21420 3.32291
H 4.22826 -4.90595 2.04625
N 2.24052 -5.09940 1.51162
H -1.98682 -2.17073 -3.96461
C -3.31163 0.80653 -1.12549
H 4.79936 -1.48091 1.81833
C -5.23405 0.91934 -2.57920
C 1.18128 1.79704 -1.52303
C 1.81664 1.06110 -0.49815
C -2.54680 1.44699 -0.06742
H 3.53093 -0.57987 0.30420
C -0.31371 0.75086 2.24029
C 3.54584 -3.10107 1.16774
H 3.20667 3.72500 1.10175
N 1.59422 -0.30934 -0.43064
H 4.88945 -1.96495 -0.58493
C 1.18848 -4.48516 0.95129
C -3.90970 -1.10846 -2.50106
C -3.05518 -0.50917 -1.54356
H -2.88760 2.39502 0.34479
I 0.15492 0.74498 -2.95836
H -6.07797 1.46336 -2.97984
C 4.88579 -2.44508 1.29811
Ti -0.47208 -0.80843 -0.04689
H 2.00744 4.96751 -0.67790
O -2.06676 -1.19740 -1.03128
H -4.60096 2.51059 -1.29438
C 0.35428 2.50802 3.89466
O -0.11602 -0.47170 1.86991
N -1.53621 0.91695 0.45486
N -1.06731 1.59530 1.59993
C 2.63643 3.18864 0.35378
C 1.05758 2.90534 5.02118
H -5.60513 -0.87812 -3.73218
O 0.15685 -2.63227 -0.08104
C 1.23316 3.17575 -1.58470
C 1.81845 1.97790 5.72512
H 0.71428 3.69191 -2.38130
H 5.55028 -3.07187 1.89764
C -4.97311 -0.38657 -3.00343
H -0.03734 -6.09156 1.56385
O 5.55653 -2.25841 0.04686
H 2.36984 2.29399 6.60196
C 3.37588 -4.40061 1.59854
C 1.96441 3.88759 -0.63524
C 1.87726 0.65843 5.30499
C -4.40928 1.50375 -1.64660

The energy above the lowest of the compared OMol25 structures with the same formula, charge and spin comes out at 0.000 eV. As for the expectation value of S²: 2.03. As for the spin multiplicity: 3. As for the net charge: -1. The LUMO energy (spin up / spin down) is 2.349 / 2.344 eV. For the HOMO energy (spin up / spin down), the calculation gives -2.84 / -4.98 eV. The value obtained for the energy is -2862.073572 a.u. The frontier orbital gap (spin up / spin down) is 5.188 / 7.321 eV.

***

DFT (ωB97M-V/def2-TZVPD) results for the ion C3H12NOP2 with charge +1.

Geometry (Å):
H 0.00180 1.70269 0.69303
C 1.65754 0.20291 0.59803
H 1.06899 0.28519 -1.48458
P -0.84039 -2.07275 0.15900
H -1.64375 -2.11344 1.37319
H -1.97254 1.56560 0.70956
H -2.83468 -0.28124 1.08776
H 2.30422 0.75909 1.27453
H 1.88583 -0.88260 0.58052
N 1.89729 0.46570 -0.83198
H -1.90067 -2.32120 -0.70346
H -1.04683 -0.17289 -2.44828
C 0.24741 0.64943 0.92032
H 2.20096 1.43387 -0.91357
H 2.76542 -0.01552 -1.14721
C -0.89444 -0.18378 -0.22575
P -2.56126 0.58322 0.01217
H 0.08586 0.36262 2.00315
O -0.42079 0.03309 -1.65643

The energy above the lowest of the compared OMol25 structures with the same formula, charge and spin comes out at 1.589 eV. The SMILES is [NH3+]CCC(O)(P)P. As for the net charge: +1. The LUMO energy is -3.241 eV. For the HOMO energy, the calculation gives -12.84 eV. The value obtained for the energy is -933.855713 a.u. The frontier orbital gap is 9.596 eV.

***

DFT (ωB97M-V/def2-TZVPD) results for a cluster of 2 separate species, C4H14N3 in total.

Geometry (Å):
H -2.78273 0.91329 0.11989
H 1.84181 -1.01358 -1.11688
N -2.38714 1.46382 0.87863
H 3.00745 -2.36221 -0.94128
H -0.11702 -0.33223 -1.41300
H 0.44226 2.43651 2.11714
C -0.59719 0.65769 -1.31916
H 1.45595 -3.48682 0.56853
H -1.05422 2.00557 2.86635
N -0.47880 2.00804 2.01986
H 0.12972 -2.41265 0.05067
C -1.09053 1.79337 0.87648
H -1.66477 0.51859 -1.29837
C 1.19593 -2.50372 0.16036
C 1.96978 -2.08789 -1.08656
N -0.28675 1.56223 -0.23327
H 0.62416 2.04055 -0.22603
H -3.08586 2.12242 1.22557
H 1.56860 -2.51838 -1.99768
H 1.62750 -1.95455 1.02674
H -0.31816 1.14995 -2.27800

The energy above the lowest of the compared OMol25 structures with the same formula, charge and spin comes out at 3.167 eV. As for the expectation value of S²: 0.76. As for the spin multiplicity: 2. As for the net charge: +2. The LUMO energy (spin up / spin down) is -9.549 / -14.238 eV. For the HOMO energy (spin up / spin down), the calculation gives -17.53 / -17.47 eV. The value obtained for the energy is -324.292356 a.u. The frontier orbital gap (spin up / spin down) is 7.981 / 3.237 eV.

***

DFT (ωB97M-V/def2-TZVPD) results for the molecule C2H3N2OPS.

Geometry (Å):
H -2.22203 1.16695 -1.52568
H 2.25038 -1.63052 1.16481
N -0.28142 0.89089 -1.19866
O 0.81529 -0.28782 2.48484
N 0.50434 -1.01655 0.00190
C -1.27937 1.64671 -1.65586
S -1.29783 3.17783 -2.10052
P 1.00494 -1.37365 1.55422
C 0.04391 -0.05846 -0.54996
H 0.46178 -2.51537 1.82491

The energy above the lowest of the compared OMol25 structures with the same formula, charge and spin comes out at 0.511 eV. The SMILES is O=[PH2]N=C=NC=S. As for the net charge: 0. The LUMO energy is -0.763 eV. For the HOMO energy, the calculation gives -9.17 eV. The value obtained for the energy is -1002.263763 a.u. The frontier orbital gap is 8.410 eV.

***

DFT (ωB97M-V/def2-TZVPD) results for a structure of composition C4H11BrCoNO.

Geometry (Å):
H -0.16173 -0.41659 1.56795
Co 3.16519 1.58131 -1.00919
C 0.30059 -2.11989 -0.58838
N -0.36589 -0.25262 -1.89999
H -0.10238 -2.79938 -1.33939
H -0.76847 0.67363 -1.89058
H 1.36668 -1.91674 -0.68975
H 0.59178 -0.03722 -2.13783
C -1.07288 1.95865 1.80061
H 0.13058 -2.66614 0.33942
C -0.53590 -0.86484 -0.54692
H 0.90207 0.45760 0.45558
H -0.90180 1.35078 2.68905
H -1.96741 2.56019 1.96206
O -1.20061 1.17084 0.60601
H -0.15635 2.54807 1.77507
H -1.57275 -1.16542 -0.39624
Br 2.47424 -0.19851 -1.32681
C -0.12492 0.13631 0.62931

The energy above the lowest of the compared OMol25 structures with the same formula, charge and spin comes out at 5.223 eV. As for the expectation value of S²: 3.76. As for the spin multiplicity: 4. As for the net charge: +1. The LUMO energy (spin up / spin down) is -6.604 / -7.711 eV. For the HOMO energy (spin up / spin down), the calculation gives -12.75 / -12.55 eV. The value obtained for the energy is -4245.302900 a.u. The frontier orbital gap (spin up / spin down) is 6.148 / 4.844 eV.

***

DFT (ωB97M-V/def2-TZVPD) results for a structure of composition C26H20N6O4SV.

Geometry (Å):
N -0.66793 0.00503 3.74711
C 2.04266 -0.30901 -1.69203
H -3.32753 2.57876 2.02969
H -0.08485 2.93624 0.70827
C 0.25898 -0.24810 2.84868
C 0.73468 2.39701 0.26343
C 0.98076 -2.09297 -3.11520
H 3.26347 1.47640 -3.27757
N 1.39878 0.33110 3.15088
C -3.01097 1.69891 1.45505
H 2.25889 0.21226 2.63875
H -5.65234 1.69107 2.20292
C -0.14901 0.83835 4.84788
H 1.80464 -2.32055 -3.77499
N -7.63795 -0.02338 1.80150
C 3.85814 0.58452 -3.12156
C 1.01376 -1.19354 -2.05902
C 3.35744 -0.46017 -2.33286
H -1.54996 -0.47799 3.80107
C -0.34547 -2.60326 -3.22191
O -7.76838 0.76426 2.70985
C -6.27647 -0.07357 1.18638
O -8.45866 -0.76791 1.32737
C -5.35347 0.88417 1.54319
H -2.11131 -2.16655 -1.98914
C 7.10091 -0.83291 -4.21794
C 5.34143 -1.74988 -2.78045
O -1.79975 1.55147 1.21982
H -6.74788 -1.79316 0.01702
C 1.32554 1.04975 4.43651
C -4.67918 -1.21431 -0.19243
C 1.81974 0.78568 -0.84597
H 1.57929 2.09877 4.29794
N -0.28840 -1.14053 -1.50295
H 3.79130 1.77630 -0.74608
C 4.10114 -1.63358 -2.18164
H -0.70089 1.77473 4.91222
S 0.05770 -1.33434 1.48048
H 2.46128 3.71857 0.55862
O -2.42672 -0.41483 -0.14523
C -4.05168 0.77814 1.06032
N 0.55560 1.15764 -0.30587
C -1.07216 -2.01632 -2.22745
H 3.73042 -2.44262 -1.56354
H -0.24951 0.31654 5.79756
C -3.71221 -0.30397 0.21181
H -0.70880 -3.29866 -3.96169
C 2.74009 1.78264 -0.50335
C 5.07723 0.45363 -3.75717
H 5.44736 1.24668 -4.39206
N 8.13287 -0.91148 -4.71579
H 5.93824 -2.63937 -2.63393
C 2.04805 2.79800 0.17882
H -4.42246 -2.01060 -0.87883
C 5.82569 -0.71183 -3.57848
C -5.96819 -1.09785 0.30244
V -0.84941 -0.02648 -0.17340
H 2.02547 0.62311 5.15298

The energy above the lowest of the compared OMol25 structures with the same formula, charge and spin comes out at 0.000 eV. As for the net charge: +3. The LUMO energy (spin up / spin down) is -12.263 / -12.321 eV. For the HOMO energy (spin up / spin down), the calculation gives -16.86 / -16.86 eV. The value obtained for the energy is -2973.347566 a.u. The frontier orbital gap (spin up / spin down) is 4.592 / 4.535 eV.